Entry from the Open Molecules 2025 dataset: a cluster of 7 separate species, C16H40Cl4N3 in total at a distorted geometry (ωB97M-V/def2-TZVPD).

Energy relative to the best compared isomer or geometry (same formula, charge and spin)   0.354 eV
LUMO   1.716 eV
Charge   -1

The geometry in XYZ format:
```
63
Properties=species:S:1:pos:R:3:nbo_charge:R:1
N 1.177 2.250 1.672 -0.95
H 1.775 2.025 2.454 0.46
H 1.148 3.240 1.475 0.46
H 0.265 1.876 1.892 0.44
H 1.667 1.767 0.932 0.44
C -0.025 1.510 -5.673 -0.65
C -0.280 1.478 -4.135 -0.45
C -1.571 2.312 -3.744 -0.20
N -2.009 2.025 -2.271 -0.21
C -2.213 0.481 -1.962 -0.42
C -3.321 2.777 -2.021 -0.22
C -2.996 4.167 -1.499 -0.41
C -1.571 4.156 -1.156 -0.46
C -1.103 2.726 -1.299 -0.25
H -0.315 2.280 -6.388 0.22
H -0.317 0.597 -6.193 0.21
H 1.036 1.714 -5.821 0.23
H 0.660 1.810 -3.694 0.26
H -0.322 0.517 -3.623 0.23
H -2.405 2.090 -4.409 0.21
H -1.246 3.352 -3.766 0.23
H -2.677 0.331 -0.987 0.26
H -1.249 0.022 -1.744 0.25
H -2.762 -0.034 -2.751 0.21
H -3.675 2.299 -1.108 0.22
H -4.093 2.562 -2.760 0.22
H -3.736 4.430 -0.743 0.23
H -3.221 4.854 -2.314 0.20
H -1.485 4.588 -0.158 0.31
H -1.107 4.929 -1.768 0.23
H -1.129 2.205 -0.342 0.27
H -0.094 2.597 -1.691 0.26
C -1.505 -3.589 4.253 -0.61
C -0.611 -3.784 3.072 -0.41
C 0.497 -2.719 3.014 -0.21
N 1.334 -2.657 1.665 -0.23
C 0.339 -1.997 0.606 -0.39
C 2.634 -1.820 1.838 -0.23
C 3.779 -2.731 2.008 -0.45
C 3.468 -4.086 1.399 -0.40
C 1.857 -4.054 1.150 -0.22
H -2.335 -4.294 4.216 0.21
H -1.943 -2.592 4.218 0.24
H -0.845 -3.631 5.120 0.21
H -1.104 -3.942 2.113 0.20
H 0.005 -4.672 3.218 0.18
H 1.215 -2.818 3.829 0.21
H 0.078 -1.722 3.148 0.27
H 0.620 -2.323 -0.395 0.20
H 0.449 -0.913 0.599 0.28
H -0.678 -2.346 0.789 0.21
H 2.730 -1.218 0.934 0.27
H 2.387 -1.215 2.710 0.27
H 4.695 -2.449 1.488 0.24
H 4.050 -2.757 3.063 0.23
H 3.984 -4.118 0.440 0.21
H 3.754 -4.940 2.013 0.21
H 1.651 -4.150 0.084 0.22
H 1.574 -4.865 1.821 0.22
Cl 2.499 0.852 -0.900 -0.94
Cl 0.759 5.429 1.464 -0.94
Cl 3.413 1.403 4.213 -0.97
Cl -1.555 0.788 2.401 -0.94
```

---

Entry from the Open Molecules 2025 dataset: a cluster of 3 separate species, C16H40ClN2O2 in total at a distorted geometry (ωB97M-V/def2-TZVPD).

Energy relative to the best compared isomer or geometry (same formula, charge and spin)   0.156 eV
Multiplicity   2
LUMO (alpha / beta)   0.374 / 0.336 eV
<S²>   0.751

The geometry in XYZ format:
```
61
Properties=species:S:1:pos:R:3:nbo_charge:R:1
C 3.880 1.047 3.574 -0.65
C 4.620 1.191 2.145 -0.21
N 3.697 1.367 0.909 -0.22
C 2.720 2.498 1.219 -0.44
C 4.484 1.732 -0.394 -0.22
C 5.305 3.043 -0.248 -0.65
C 2.884 0.032 0.823 -0.23
C 1.850 -0.111 -0.391 -0.16
O 2.787 -0.294 -1.471 -0.58
C 2.092 -0.303 -2.714 -0.42
H 3.416 0.089 3.812 0.27
H 3.226 1.876 3.845 0.23
H 4.625 1.185 4.357 0.23
H 5.446 0.545 1.847 0.22
H 5.126 2.155 2.194 0.21
H 1.910 1.984 1.736 0.26
H 2.383 2.881 0.255 0.22
H 3.217 3.316 1.740 0.22
H 3.832 1.713 -1.267 0.25
H 5.169 0.943 -0.703 0.23
H 4.775 3.864 0.235 0.22
H 5.697 3.483 -1.164 0.24
H 6.236 2.793 0.262 0.21
H 2.514 -0.121 1.836 0.28
H 3.710 -0.671 0.708 0.21
H 1.455 0.879 -0.622 0.16
H 1.015 -0.806 -0.317 0.21
H 2.738 -0.342 -3.592 0.19
H 1.348 0.467 -2.918 0.15
H 1.584 -1.265 -2.658 0.16
C -2.192 -2.688 1.818 -0.67
C -2.155 -1.291 1.078 -0.21
N -3.194 -1.157 -0.008 -0.22
C -4.678 -1.178 0.521 -0.41
C -3.006 0.323 -0.547 -0.39
C -3.025 1.570 0.345 -0.66
C -2.918 -2.272 -1.125 -0.28
C -3.620 -2.169 -2.508 -0.15
O -4.995 -1.932 -2.411 -0.57
C -5.593 -1.535 -3.612 -0.25
H -1.758 -3.473 1.199 0.21
H -3.118 -2.971 2.318 0.21
H -1.536 -2.597 2.684 0.30
H -1.224 -1.096 0.545 0.22
H -2.425 -0.513 1.793 0.23
H -4.796 -2.247 0.699 0.22
H -5.264 -0.985 -0.378 0.24
H -4.936 -0.514 1.346 0.23
H -3.722 0.531 -1.342 0.21
H -2.062 0.393 -1.088 0.15
H -2.478 1.396 1.272 0.22
H -4.016 1.831 0.717 0.20
H -2.676 2.455 -0.186 0.24
H -3.061 -3.273 -0.718 0.23
H -1.848 -2.106 -1.252 0.20
H -3.575 -3.157 -2.967 0.19
H -3.160 -1.439 -3.174 0.18
H -5.310 -0.501 -3.809 0.17
H -6.679 -1.447 -3.581 0.20
H -5.212 -2.186 -4.399 0.17
Cl 0.492 -0.944 3.733 -0.97
```

---

Entry from the Open Molecules 2025 dataset: a cluster of 3 separate species, C16H40FO10P2S in total at a distorted geometry (ωB97M-V/def2-TZVPD).

LUMO   -6.573 eV
Charge   +1

The geometry in XYZ format:
```
70
Properties=species:S:1:pos:R:3:nbo_charge:R:1
C 6.553 -2.514 6.041 -0.68
C 5.762 -1.308 5.262 -0.10
O 4.710 -1.748 4.332 -0.53
C 3.608 -2.440 5.020 -0.10
C 2.145 -1.639 4.890 -0.13
O 1.433 -1.891 6.173 -0.58
S -0.250 -2.029 5.924 1.30
F -0.783 -3.570 6.518 -0.38
H 7.676 -2.657 5.667 0.24
H 6.648 -2.237 7.196 0.23
H 6.010 -3.571 5.935 0.22
H 6.586 -0.731 4.619 0.22
H 5.404 -0.532 6.075 0.18
H 3.436 -3.458 4.419 0.22
H 3.767 -2.605 6.169 0.22
H 1.450 -2.130 4.052 0.21
H 2.276 -0.484 4.758 0.24
H -0.935 -1.067 6.726 0.20
O -2.704 0.386 3.077 -0.97
P -2.734 0.347 1.530 2.29
O -4.390 0.157 1.452 -0.80
C -5.256 0.924 2.279 -0.07
C -5.616 2.250 1.639 -0.63
O -2.344 -1.264 1.388 -0.78
C -1.708 -1.969 2.440 -0.05
C -2.737 -2.636 3.338 -0.64
O -2.768 0.302 -0.200 -0.66
C -3.487 1.256 -0.953 -0.08
C -2.848 2.626 -0.888 -0.63
H -4.838 1.094 3.275 0.19
H -6.168 0.337 2.421 0.19
H -4.722 2.848 1.445 0.19
H -6.284 2.826 2.287 0.22
H -6.124 2.096 0.681 0.21
H -1.036 -1.315 3.005 0.15
H -1.081 -2.742 1.982 0.18
H -3.456 -1.919 3.739 0.23
H -2.249 -3.147 4.173 0.17
H -3.317 -3.372 2.767 0.24
H -4.533 1.283 -0.656 0.19
H -3.480 0.910 -1.994 0.21
H -2.731 2.964 0.143 0.19
H -3.455 3.354 -1.434 0.23
H -1.849 2.601 -1.334 0.23
O 1.209 -0.873 -5.248 -0.91
P 0.446 0.457 -5.028 2.27
O 1.819 1.398 -5.151 -0.81
C 2.787 1.154 -6.164 -0.07
C 2.455 1.889 -7.448 -0.63
O 0.415 0.368 -3.368 -0.79
C 0.590 -0.862 -2.686 -0.06
C 2.055 -1.080 -2.342 -0.63
O -0.405 1.942 -4.783 -0.68
C -0.415 2.963 -5.759 -0.08
C -1.220 2.572 -6.979 -0.63
H 2.916 0.088 -6.370 0.20
H 3.747 1.515 -5.784 0.18
H 1.481 1.582 -7.835 0.19
H 3.211 1.693 -8.215 0.22
H 2.417 2.971 -7.279 0.20
H 0.178 -1.696 -3.262 0.19
H 0.011 -0.805 -1.758 0.17
H 2.694 -1.040 -3.227 0.23
H 2.196 -2.048 -1.852 0.21
H 2.407 -0.291 -1.667 0.20
H 0.597 3.264 -6.021 0.19
H -0.878 3.842 -5.295 0.20
H -0.863 1.635 -7.409 0.20
H -1.163 3.357 -7.738 0.23
H -2.270 2.422 -6.709 0.22
```

---

Entry from the Open Molecules 2025 dataset: a cluster of 3 separate species, C16H40N3O2 in total at a distorted geometry (ωB97M-V/def2-TZVPD).

Energy relative to the best compared isomer or geometry (same formula, charge and spin)   0.000 eV
LUMO   -5.337 eV
Charge   +1

The geometry in XYZ format:
```
61
Properties=species:S:1:pos:R:3:nbo_charge:R:1
C -0.593 3.509 0.185 -0.61
C -0.590 2.164 -0.566 -0.38
C -1.842 1.373 -0.199 -0.40
C -1.773 -0.107 -0.638 -0.40
C -1.838 -1.109 0.534 -0.39
C -0.438 -1.686 0.760 -0.40
C -0.420 -2.804 1.807 -0.41
C 0.852 -2.929 2.688 -0.39
C 2.175 -2.455 2.087 -0.40
C 2.789 -3.412 1.058 -0.41
C 2.375 -3.117 -0.382 -0.24
N 3.484 -3.419 -1.348 -0.64
C 4.234 -2.302 -1.664 0.82
N 5.566 -2.490 -1.838 -0.80
N 3.714 -1.074 -1.835 -0.82
H -0.902 3.303 1.205 0.19
H -1.355 4.134 -0.266 0.20
H 0.385 3.974 0.201 0.23
H 0.306 1.606 -0.310 0.17
H -0.609 2.416 -1.622 0.20
H -2.693 1.848 -0.668 0.21
H -1.928 1.415 0.883 0.19
H -2.537 -0.322 -1.375 0.23
H -0.819 -0.242 -1.143 0.17
H -2.148 -0.586 1.431 0.20
H -2.535 -1.904 0.300 0.21
H 0.198 -0.843 1.011 0.19
H -0.173 -2.124 -0.192 0.18
H -0.677 -3.754 1.354 0.20
H -1.239 -2.592 2.489 0.22
H 0.683 -2.431 3.635 0.22
H 0.988 -3.986 2.891 0.20
H 2.888 -2.439 2.905 0.22
H 2.146 -1.440 1.705 0.19
H 2.639 -4.447 1.340 0.23
H 3.866 -3.245 1.108 0.19
H 1.553 -3.768 -0.644 0.22
H 2.011 -2.103 -0.433 0.21
H 3.019 -3.725 -2.213 0.43
H 6.123 -2.291 -1.007 0.44
H 5.715 -3.446 -2.159 0.42
H 3.034 -0.911 -2.564 0.45
H 4.022 -0.319 -1.236 0.44
C -6.187 -0.950 -3.765 -0.63
C -4.987 -0.630 -2.894 -0.06
O -3.849 -1.413 -3.263 -0.73
H -6.439 -2.008 -3.691 0.22
H -7.055 -0.360 -3.469 0.22
H -5.968 -0.741 -4.815 0.20
H -5.201 -0.858 -1.851 0.18
H -4.732 0.432 -2.970 0.16
H -3.643 -1.212 -4.183 0.46
C 0.361 6.875 2.842 -0.63
C 1.102 5.552 2.782 -0.06
O 1.781 5.409 1.532 -0.73
H -0.358 6.944 2.025 0.21
H -0.171 6.985 3.788 0.22
H 1.055 7.711 2.736 0.20
H 0.405 4.720 2.867 0.18
H 1.828 5.480 3.598 0.16
H 2.402 6.143 1.458 0.46
```